No. 1
C15H12INO3 | the ωB97M-V functional and the def2-TZVPD basis

```
32
Properties=species:S:1:pos:R:3:nbo_charge:R:1
I -2.8540 0.7949 4.9922 0.125
C -0.0609 0.3182 0.2284 -0.055
C 0.2061 0.7752 -0.8465 0.110
N 0.0148 -2.0517 3.1003 -0.517
O 1.9851 2.4324 -5.8951 -0.660
O -0.5227 -4.6669 3.5133 -0.753
O -1.1366 -2.0939 5.1615 -0.481
C 0.2864 -1.4615 1.9122 0.101
C -0.8604 -1.5088 3.9659 0.461
C -1.2334 0.2809 2.3517 -0.164
C 0.5971 0.2867 -3.2246 -0.142
C 1.1266 2.4633 -2.3531 -0.138
C 1.0619 0.6954 -4.4984 -0.292
C 1.5164 2.8782 -3.6325 -0.269
C -1.5005 -0.3092 3.6043 -0.139
C -0.3318 -0.2815 1.5089 -0.178
C 0.6075 1.1707 -2.1489 -0.195
C 1.4830 2.0083 -4.6989 0.314
C -0.8924 -4.5484 4.8749 -0.086
C -0.3655 -3.2566 5.5473 -0.106
H 2.0757 1.6609 -6.4842 0.481
H -0.3352 -3.7651 3.1504 0.489
H 1.0099 -1.9620 1.2412 0.216
H -1.7643 1.1866 2.0663 0.243
H 0.2514 -0.7169 -3.0513 0.222
H 1.1138 3.1929 -1.5578 0.221
H 1.1162 -0.0318 -5.3015 0.213
H 1.8638 3.8892 -3.7581 0.228
H -0.5640 -5.4313 5.4122 0.179
H -1.9729 -4.5880 4.9159 0.167
H 0.6963 -3.1485 5.3438 0.201
H -0.4940 -3.3926 6.6469 0.205
```

## Properties
- Multiplicity: 1
- Highest occupied orbital energy: -8.441 eV
- SMILES string: OCCOc1ncc(C#Cc2ccc(O)cc2)cc1I
- Energy above the lowest of the compared OMol25 structures with the same formula, charge and spin: 0.000 eV
- Gap between HOMO and LUMO: 0.3118 hartree

No. 2
C15H12IrN3O4 | the ωB97M-V functional and the def2-TZVPD basis

```
35
Properties=species:S:1:pos:R:3:nbo_charge:R:1
Ir -0.1033 0.4660 -0.2766 1.007
C -4.3313 0.5960 -1.4866 -0.260
O -4.8517 0.0913 -0.2453 -0.337
C -4.1751 -0.3205 0.7833 0.379
C -4.9584 -0.8608 1.8311 -0.147
C -4.3776 -1.3798 2.9568 -0.187
C -2.9873 -1.3682 3.0916 -0.019
C -2.1429 -0.8392 2.0997 -0.171
C -0.7455 -0.9392 2.3250 0.187
N 0.1908 -0.5340 1.4964 -0.340
N 1.4549 -0.7100 1.8418 -0.184
C 2.3145 -0.2343 0.9014 0.553
O 1.8874 0.3642 -0.1587 -0.622
C 3.7134 -0.4330 1.1316 -0.015
C 4.6370 -0.1363 0.1036 -0.142
C 5.9771 -0.3013 0.3399 -0.194
C 6.4151 -0.7709 1.5890 -0.026
C 5.5101 -1.0283 2.6229 -0.213
C 4.1638 -0.8836 2.3979 -0.116
C -2.7236 -0.2543 0.9164 0.416
O -2.0516 0.3252 -0.0039 -0.642
H -5.1925 0.6678 -2.1430 0.239
H -3.5886 -0.0748 -1.9123 0.212
H -3.8908 1.5817 -1.3408 0.219
H -6.0320 -0.8580 1.6944 0.275
H -4.9955 -1.8083 3.7326 0.270
H -2.5391 -1.7703 3.9918 0.249
H -0.4082 -1.3980 3.2520 0.241
H 4.2749 0.2076 -0.8550 0.253
H 6.6924 -0.0724 -0.4375 0.255
H 7.4699 -0.9548 1.7472 0.249
H 5.8684 -1.3545 3.5885 0.254
H 3.4416 -1.0977 3.1710 0.250
O -0.7163 2.3824 -2.2245 -0.069
N 0.0033 1.6374 -1.7322 0.178
```

## Properties
- Multiplicity: 5
- Charge: +2
- Highest occupied orbital energy (spin up / spin down): -15.487 / -15.623 eV
- Gap between HOMO and LUMO (spin up / spin down): 0.2792 / 0.2052 hartree

No. 3
C15H12MnN2OS2 | the ωB97M-V functional and the def2-TZVPD basis

```
33
Properties=species:S:1:pos:R:3:nbo_charge:R:1
Mn -0.3749 0.8372 -0.0406 1.317
O 1.5692 1.2126 -0.1452 -0.732
N 2.0014 2.4869 -0.1087 -0.018
C 3.3148 2.6526 -0.2002 0.035
C 3.8556 3.9031 -0.1590 -0.272
C 2.9835 4.9942 -0.0184 -0.173
C 1.6666 4.8030 0.0721 -0.226
C 1.1103 3.4902 0.0284 0.036
S -0.5497 3.1763 0.1329 -0.253
H 3.8695 1.7323 -0.3028 0.231
H 4.9255 4.0228 -0.2333 0.229
H 3.3802 6.0032 0.0182 0.223
H 0.9752 5.6293 0.1814 0.237
C 1.8973 -1.5817 0.0874 -0.661
C 0.4832 -2.1050 0.0677 0.272
C 0.2064 -3.4481 0.0716 -0.284
C -1.0962 -3.9536 0.0701 -0.090
C -2.1802 -3.0240 0.0449 -0.021
C -3.5241 -3.4266 0.0428 -0.239
C -4.5493 -2.5065 0.0159 -0.189
C -4.2464 -1.1384 -0.0242 -0.201
C -2.9259 -0.7286 -0.0288 -0.143
S -2.5908 1.0101 -0.1126 -0.401
C -1.8864 -1.6397 0.0211 0.110
N -0.5435 -1.1654 0.0540 -0.606
H 2.5693 -2.4371 0.1072 0.216
H 2.1217 -0.9546 0.9584 0.247
H 2.1491 -0.9746 -0.7889 0.252
H 1.0508 -4.1274 0.0937 0.221
H -1.2994 -5.0195 0.0860 0.222
H -3.7395 -4.4937 0.0614 0.210
H -5.5858 -2.8341 0.0119 0.218
H -5.0376 -0.3953 -0.0644 0.230
```

## Properties
- Multiplicity: 6
- Highest occupied orbital energy (spin up / spin down): -6.126 / -7.342 eV
- Gap between HOMO and LUMO (spin up / spin down): 0.2042 / 0.2455 hartree

No. 4
C15H12N4O4 | the ωB97M-V functional and the def2-TZVPD basis

```
35
Properties=species:S:1:pos:R:3:nbo_charge:R:1
C -1.4342 0.4531 1.2259 -0.355
C -2.3376 -0.1467 2.0978 0.202
N -3.0821 -0.6048 2.8844 -0.325
N -2.0229 1.1100 0.1321 -0.225
C -1.4585 2.2495 -0.3926 0.016
C -1.9820 2.8205 -1.5345 -0.210
C -3.0871 2.2483 -2.1691 -0.204
C -3.6754 1.1185 -1.6006 -0.203
C -3.1597 0.5716 -0.4385 0.008
H -0.5597 0.9518 1.6464 0.232
H -0.6202 2.6593 0.1794 0.228
H -1.5039 3.7232 -1.9206 0.240
H -3.4771 2.6755 -3.0905 0.233
H -4.5461 0.6377 -2.0412 0.240
H -3.6159 -0.2742 0.0668 0.251
O 5.3315 1.0055 -1.6532 -0.376
N 4.4502 0.2744 -2.1658 0.496
O 4.4115 0.0300 -3.3937 -0.373
C 3.4468 -0.2661 -1.3170 0.013
C 2.3772 -1.0077 -1.8696 -0.166
C 1.3080 -1.3692 -1.0698 -0.188
C 1.2752 -1.0374 0.3208 -0.073
C 0.1573 -1.4268 1.1468 -0.087
C 0.2934 -1.6550 2.5035 -0.160
N -0.5581 -2.5725 3.1150 0.471
O -0.5218 -2.7742 4.3550 -0.380
O -1.3057 -3.2188 2.3288 -0.417
C 2.4039 -0.3567 0.8660 -0.151
C 3.4592 0.0372 0.0571 -0.171
H 2.4165 -1.2592 -2.9270 0.255
H 0.5059 -1.9960 -1.4780 0.229
H -0.7254 -1.7994 0.6218 0.262
H 1.0671 -1.2072 3.1227 0.222
H 2.4635 -0.1848 1.9374 0.214
H 4.3062 0.5905 0.4538 0.253
```

## Properties
- Multiplicity: 1
- Highest occupied orbital energy: -7.772 eV
- Energy above the lowest of the compared OMol25 structures with the same formula, charge and spin: 7.383 eV
- Gap between HOMO and LUMO: 0.2172 hartree

No. 5
C15H12N6O8 | the ωB97M-V functional and the def2-TZVPD basis

```
41
Properties=species:S:1:pos:R:3:nbo_charge:R:1
C -1.3991 3.0826 -4.1086 -0.631
C -2.1516 2.1364 -3.2200 -0.070
O -1.1250 1.2746 -2.6386 -0.490
C -1.5795 0.5599 -1.6077 0.768
C -0.4852 -0.0835 -0.8026 -0.364
N -0.7872 -1.4638 -0.3848 -0.257
C -2.0553 -1.9646 -0.3356 0.072
C -2.2933 -3.2562 0.0989 -0.219
C -1.2377 -4.0618 0.5068 -0.163
C 0.0545 -3.5433 0.4135 -0.219
C 0.2652 -2.2706 -0.0690 0.018
O -2.7822 0.5303 -1.3419 -0.644
H -2.0710 3.8601 -4.4773 0.214
H -0.5806 3.5548 -3.5568 0.233
H -0.9813 2.5552 -4.9713 0.210
H -2.6785 2.6743 -2.4240 0.200
H -2.8502 1.5041 -3.7799 0.188
H 0.4414 -0.0782 -1.3811 0.243
H -2.8580 -1.2945 -0.6110 0.282
H -3.3292 -3.5860 0.1245 0.242
H -1.4110 -5.0611 0.8998 0.236
H 0.9279 -4.1157 0.7210 0.242
H 1.2497 -1.8277 -0.2219 0.233
O 4.2551 0.0035 4.5142 -0.353
N 3.8575 0.4320 3.4443 0.415
C 2.6601 0.4572 2.7581 -0.003
C 2.8652 1.1464 1.5462 0.113
N 4.1619 1.5648 1.4457 -0.070
O 4.7562 1.1283 2.6021 -0.152
C 1.7552 1.2968 0.6118 -0.079
N 1.8023 2.1716 -0.5569 0.493
O 2.8726 2.5387 -1.0722 -0.365
O 0.6789 2.5487 -0.9937 -0.420
C 0.5394 0.6363 0.8536 -0.091
C 0.3745 0.0466 2.1020 -0.039
N -0.7087 -0.6881 2.5956 0.406
O -1.8751 -0.7700 2.2254 -0.398
O -0.2824 -1.3134 3.7586 -0.147
N 1.0213 -0.9529 4.0795 -0.072
C 1.3949 -0.1108 3.0722 0.107
H -0.4118 0.7388 0.1812 0.329
```

## Properties
- Multiplicity: 1
- Highest occupied orbital energy: -7.245 eV
- Gap between HOMO and LUMO: 0.2021 hartree

No. 6
C15H13AuI2N4S2 | the ωB97M-V functional and the def2-TZVPD basis

```
37
Properties=species:S:1:pos:R:3:nbo_charge:R:1
Au -0.0499 -0.5554 0.4158 0.994
S -1.2567 -0.4168 2.3966 -0.082
C -2.2703 -1.8496 2.2333 -0.296
C -3.3837 -1.8987 3.1290 0.245
N -4.2675 -1.9113 3.8641 -0.275
C -2.0298 -2.8480 1.3451 -0.261
S -0.7913 -2.7896 0.1071 -0.213
C -2.8277 -4.0378 1.3583 0.246
N -3.4438 -5.0077 1.3538 -0.271
I 0.5194 -1.1765 -2.6620 -0.004
I 1.6305 -0.9532 -5.0929 -0.033
C 3.4611 0.6786 -0.8197 -0.668
C 3.3189 -0.4289 0.1623 0.387
N 2.2031 -0.9638 0.6139 -0.565
C 2.5485 -1.9440 1.5190 -0.076
C 3.8991 -1.9979 1.6178 -0.095
N 4.3711 -1.0361 0.7531 -0.502
H 2.5748 0.7317 -1.4474 0.249
H 4.3237 0.5144 -1.4653 0.235
H 3.5902 1.6354 -0.3109 0.237
H 1.8005 -2.5317 2.0218 0.241
H 4.5509 -2.6227 2.2005 0.233
H 5.3372 -0.8223 0.5759 0.425
C 0.0594 1.5251 0.4099 -0.582
C -1.0508 1.9752 -0.4574 -0.116
C -0.8145 2.2718 -1.8015 -0.192
C -1.8439 2.6902 -2.6290 -0.212
C -3.1299 2.8151 -2.1244 -0.196
C -3.3795 2.5260 -0.7873 -0.224
C -2.3526 2.1071 0.0379 -0.132
H -0.0178 1.8705 1.4373 0.221
H 1.0432 1.7439 -0.0005 0.207
H 0.1902 2.1769 -2.1978 0.206
H -1.6421 2.9168 -3.6678 0.217
H -3.9371 3.1343 -2.7706 0.217
H -4.3820 2.6207 -0.3911 0.219
H -2.5508 1.8581 1.0730 0.216
```

## Properties
- Multiplicity: 1
- Highest occupied orbital energy (spin up / spin down): -8.084 / -8.085 eV
- Energy above the lowest of the compared OMol25 structures with the same formula, charge and spin: 1.143 eV
- Gap between HOMO and LUMO (spin up / spin down): 0.2040 / 0.2040 hartree

No. 7
C15H13BF3N7RuS | the ωB97M-V functional and the def2-TZVPD basis

```
41
Properties=species:S:1:pos:R:3:mulliken_spin:R:1
Ru -0.1356 -0.1547 0.0004 3.540
C -0.2623 2.8541 3.1037 0.011
C -0.4299 1.5092 2.7930 -0.014
N 0.2675 1.2215 1.6966 0.079
N 0.8622 2.3448 1.2655 0.021
C 0.5668 3.3442 2.1048 0.022
B 1.7608 2.3777 0.0001 -0.038
N 0.8620 2.3447 -1.2652 0.021
C 0.5666 3.3440 -2.1046 0.022
C -0.2626 2.8536 -3.1033 0.011
C -0.4302 1.5088 -2.7924 -0.014
N 0.2674 1.2214 -1.6960 0.079
N 2.6254 1.1093 0.0001 0.018
C 3.9614 1.0586 0.0004 0.023
C 4.3549 -0.2696 0.0003 0.005
C 3.1635 -0.9873 -0.0001 0.019
N 2.1324 -0.1424 -0.0001 0.062
H -0.6826 3.3857 3.9319 0.000
H -0.9883 0.7551 3.3206 0.004
H 0.9457 4.3361 1.9682 0.001
H 2.4170 3.3529 0.0000 0.000
H 0.9455 4.3359 -1.9682 0.001
H -0.6829 3.3851 -3.9318 0.000
H -0.9888 0.7545 -3.3196 0.004
H 4.5587 1.9463 0.0006 0.000
H 5.3553 -0.6464 0.0004 0.002
H 3.0205 -2.0520 -0.0003 0.004
F -5.3219 1.1572 1.0774 0.006
C -5.4337 0.3707 -0.0001 0.004
F -5.3225 1.1574 -1.0774 0.005
F -6.6692 -0.1280 0.0002 0.000
C -4.3839 -0.7177 -0.0003 0.040
C -4.7339 -2.0585 0.0001 -0.027
C -3.7256 -3.0161 -0.0001 0.111
C -2.4014 -2.5990 -0.0006 0.012
N -2.0604 -1.3157 -0.0007 0.024
C -3.0255 -0.3713 -0.0005 0.035
S -2.4395 1.2527 -0.0005 0.892
H -5.7761 -2.3409 0.0006 0.001
H -3.9662 -4.0675 0.0002 0.005
H -1.5896 -3.3169 -0.0009 0.005
```

## Properties
- Multiplicity: 6
- Charge: +1
- Highest occupied orbital energy (spin up / spin down): -11.617 / -11.898 eV
- Energy above the lowest of the compared OMol25 structures with the same formula, charge and spin: 0.818 eV
- Gap between HOMO and LUMO (spin up / spin down): 0.2971 / 0.1944 hartree

No. 8
C15H13BHgO5 | the ωB97M-V functional and the def2-TZVPD basis

```
35
Properties=species:S:1:pos:R:3:nbo_charge:R:1
Hg 1.2330 0.1147 0.4541 1.208
C -5.4306 1.5000 -2.3252 -0.239
O -4.5420 2.4769 -2.7102 -0.514
C -3.2188 2.3273 -2.5093 0.254
C -2.3332 3.1085 -3.2491 -0.326
C -0.9748 3.0754 -2.9448 -0.217
C -0.3416 2.2678 -1.9038 -0.257
C 1.0124 2.3765 -1.6161 0.320
C 1.9342 3.3232 -2.3701 -0.671
O 1.7509 1.7310 -0.6345 -0.947
C -1.2670 1.4066 -1.2096 0.410
O -0.9329 0.4408 -0.4411 -0.862
C -2.6671 1.4611 -1.5858 -0.397
H -6.4928 1.8265 -2.6031 0.175
H -5.3500 1.2295 -1.2593 0.170
H -5.1892 0.5900 -2.8640 0.164
H -2.6920 3.7330 -4.0456 0.194
H -0.3509 3.7197 -3.5533 0.187
H 1.6546 4.3534 -2.2229 0.197
H 2.0256 3.1486 -3.4391 0.193
H 2.9499 3.1376 -2.0839 0.217
H -3.3296 0.7187 -1.2195 0.187
O 2.9555 -1.4928 2.6394 -0.664
B 1.7821 -1.3646 1.8411 0.499
O 1.0029 -2.4988 2.0432 -0.657
C 1.6856 -3.2808 2.9543 0.224
C 1.3262 -4.5728 3.3725 -0.231
C 2.2071 -5.1346 4.2964 -0.240
C 3.4175 -4.5136 4.6275 -0.222
C 3.8371 -3.3047 4.0936 -0.261
C 2.9189 -2.6901 3.2801 0.241
H 0.4525 -5.1031 3.0212 0.225
H 2.0648 -6.2071 4.5669 0.209
H 4.1090 -5.0432 5.2969 0.206
H 4.7927 -2.8606 4.3034 0.225
```

## Properties
- Multiplicity: 2
- Charge: -1
- Highest occupied orbital energy (spin up / spin down): -1.322 / -3.734 eV
- Gap between HOMO and LUMO (spin up / spin down): 0.1469 / 0.2355 hartree

Taking the records one at a time from the top gives calculated total energy values of -31480.541 -31227.309 -73768.544 -29890.920 -41053.693 -63289.750 -48436.719 -30855.819 eV.